# 1
Entry from the OMol25 dataset: a structure of composition C16H30AsFN5Pd (ωB97M-V with the def2-TZVPD basis set).

```
54
Properties=species:S:1:pos:R:3:nbo_charge:R:1
Pd -0.468 0.421 -0.344 0.50
C -4.557 0.447 3.240 -0.43
N -3.950 -0.078 2.024 -0.40
C -4.419 -1.347 1.476 -0.42
C -2.887 0.513 1.433 0.65
N -2.371 0.122 0.316 -0.79
N -2.379 1.620 2.097 -0.62
C -1.383 2.510 1.708 0.63
N -1.214 3.512 2.611 -0.80
N -0.707 2.405 0.621 -0.79
H -5.437 -0.143 3.470 0.24
H -4.890 1.479 3.107 0.21
H -3.885 0.378 4.101 0.20
H -5.186 -1.747 2.130 0.23
H -3.603 -2.070 1.418 0.22
H -4.858 -1.216 0.485 0.21
H -2.867 -0.644 -0.113 0.40
H -2.796 1.818 2.988 0.41
H -1.724 3.561 3.473 0.40
H -0.494 4.196 2.465 0.41
H -0.023 3.146 0.548 0.37
C 2.927 2.888 -0.167 -0.61
C 2.569 2.231 -1.494 -0.72
As 1.726 0.482 -1.298 1.11
C 1.815 -0.155 -3.134 -0.72
C 0.871 0.616 -4.051 -0.62
C 3.076 -0.582 -0.379 -0.71
C 4.333 -0.858 -1.192 -0.62
H 3.433 3.840 -0.329 0.23
H 3.591 2.265 0.432 0.21
H 2.036 3.090 0.430 0.18
H 3.460 2.072 -2.105 0.23
H 1.888 2.856 -2.072 0.23
H 1.575 -1.217 -3.123 0.24
H 2.852 -0.062 -3.459 0.23
H -0.143 0.646 -3.645 0.21
H 0.820 0.145 -5.033 0.23
H 1.203 1.644 -4.200 0.21
H 2.581 -1.506 -0.079 0.25
H 3.312 -0.043 0.541 0.23
H 4.117 -1.457 -2.075 0.21
H 5.054 -1.412 -0.591 0.23
H 4.824 0.061 -1.520 0.20
F 0.831 -5.478 0.320 -0.32
C 0.488 -4.195 0.108 0.38
C 0.356 -3.349 1.192 -0.27
C 0.009 -2.025 0.963 -0.28
C -0.193 -1.528 -0.332 -0.15
C -0.075 -2.428 -1.388 -0.28
C 0.263 -3.763 -1.181 -0.27
H 0.527 -3.728 2.191 0.23
H -0.091 -1.368 1.820 0.21
H -0.285 -2.104 -2.400 0.22
H 0.350 -4.460 -2.003 0.24
```

- gap between HOMO and LUMO (eV) = 8.61
- HOMO (eV) = -11.0
- max |F| (eV/A) = 0.9
- net charge = +1

# 2
Entry from the OMol25 dataset: a cluster of 2 separate species, C5H11ClN in total in a non-equilibrium geometry (ωB97M-V with the def2-TZVPD basis set).

```
18
Properties=species:S:1:pos:R:3:nbo_charge:R:1
C 2.786 -1.041 0.138 -0.50
C 2.050 -0.157 -0.461 -0.04
C -1.210 -0.307 -1.265 -0.60
C -1.451 -0.656 0.235 -0.50
C -0.509 0.170 1.078 0.03
N -0.577 1.541 0.880 -0.76
Cl 1.904 1.269 -1.315 0.11
H 3.854 -1.036 0.034 0.24
H 2.278 -1.967 0.379 0.25
H -0.166 -0.468 -1.646 0.23
H -1.567 0.742 -1.401 0.19
H -1.711 -1.000 -1.828 0.24
H -2.500 -0.457 0.227 0.24
H -1.315 -1.655 0.559 0.25
H 0.035 -0.236 1.970 0.24
H 0.203 1.604 0.200 0.48
H -0.557 2.133 1.700 0.46
H -1.547 1.520 0.515 0.46
```

- gap between HOMO and LUMO (spin up / spin down) (eV) = 7.94 / 9.16
- HOMO (spin up / spin down) (eV) = -12.3 / -13.1
- energy relative to the best compared isomer or geometry (same formula, charge and spin) (kJ/mol) = 583.23
- max |F| (eV/A) = 5.5
- net charge = +1